Density functional theory data (ωB97M-V with the def2-TZVPD basis set) for the molecule C4H8O2.

Last columns: bonded neighbours and bond lengths (Å).
Cartesian coordinates (Å):
1 O 2.3728 0.9883 0.3977  C5 1.213
2 O -0.2449 1.5597 -0.2341  C6 1.410, H14 0.969
3 C -1.7553 -0.2235 -0.2887  C6 1.522, H8 1.094, H10 1.094, H12 1.095
4 C 0.6914 -0.6948 0.1771  C5 1.508, C6 1.563, H7 1.097, H13 1.093
5 C 1.7445 0.0905 0.9183  O1 1.213, C4 1.508, H9 1.113
6 C -0.3272 0.2001 -0.6002  O2 1.410, C3 1.522, C4 1.563, H11 1.102
7 H 1.2360 -1.3386 -0.5238  C4 1.097
8 H -2.4655 0.4757 -0.7389  C3 1.094
9 H 1.9419 -0.1873 1.9775  C5 1.113
10 H -1.9706 -1.2322 -0.6546  C3 1.094
11 H -0.1441 0.0846 -1.6813  C6 1.102
12 H -1.9189 -0.2060 0.7936  C3 1.095
13 H 0.1785 -1.3755 0.8620  C4 1.093
14 H 0.6613 1.8589 -0.4045  O2 0.969

Output
Molar mass ... 88.1 Da
SMILES ... C[C@@H](O)CC=O
E_LUMO ... 0.8460 eV
HOMO energy ... -0.37084 hartree
Charge ... 0
Frontier orbital gap ... 10.94 eV